1.
{
  "formula": "C3H7N3O",
  "method": "ωB97M-V with the def2-TZVPD basis set",
  "smiles": "[H]/N=C(/C)ON.C#N",
  "symbols": ["C", "C", "N", "H", "H", "H", "H", "H", "N", "O", "C", "N", "H", "H"],
  "positions_angstrom": [[1.996, 0.554, 0.325], [0.621, 0.388, -0.212], [0.320, -0.300, -1.265], [-0.708, -0.178, -1.351], [-0.229, -2.761, 0.133], [2.146, 1.606, 0.589], [2.125, -0.069, 1.212], [2.733, 0.279, -0.434], [-1.561, 1.190, -0.221], [-0.308, 1.060, 0.528], [-1.265, -2.705, 0.378], [-2.390, -2.644, 0.652], [-1.321, 1.976, -0.832], [-2.159, 1.603, 0.499]],
  "forces_ev_per_angstrom": [[0.2, 0.2, 0.1], [-0.7, -1.4, -1.9], [0.0, 1.2, 1.5], [0.6, -0.5, -0.3], [0.0, 0.1, -0.1], [0.0, -0.2, 0.1], [0.1, 0.1, 0.0], [-0.2, -0.1, 0.1], [0.6, 0.5, 0.8], [-0.3, 0.4, -0.1], [-1.7, 0.1, 0.5], [1.7, -0.1, -0.4], [-0.3, -0.1, -0.1], [0.1, -0.3, -0.1]]
}

***

2.
{
  "formula": "C5H8O5Sc",
  "method": "ωB97M-V with the def2-TZVPD basis set",
  "spin_multiplicity": 2,
  "symbols": ["O", "C", "C", "O", "O", "C", "H", "H", "H", "H", "O", "O", "C", "C", "H", "H", "H", "H", "Sc"],
  "positions_angstrom": [[1.549, 0.488, -1.104], [0.829, 1.512, -1.658], [1.725, 0.713, 0.308], [0.817, 1.729, -2.840], [0.485, 2.390, -0.716], [0.774, 1.866, 0.588], [2.775, 0.980, 0.481], [1.461, -0.202, 0.851], [-0.170, 1.511, 1.018], [1.223, 2.659, 1.193], [0.076, -2.386, 0.404], [-1.257, -0.507, -1.078], [-1.276, -2.192, 0.682], [-1.744, -0.808, 0.194], [-1.494, -2.273, 1.768], [-1.918, -2.962, 0.192], [-1.374, -0.063, 0.936], [-2.853, -0.764, 0.241], [0.371, -1.692, -1.460]],
  "forces_ev_per_angstrom": [[-0.3, -1.1, -0.1], [1.5, 1.9, -1.4], [0.3, -0.1, 0.4], [-0.7, -0.9, 1.2], [-0.3, -0.2, 0.1], [-0.5, 0.0, 0.2], [-0.2, -0.1, -0.1], [0.1, 0.2, -0.1], [0.3, 0.2, 0.0], [-0.2, -0.2, -0.2], [0.7, 0.3, -1.5], [1.5, -1.1, -0.7], [-1.3, 0.0, 0.3], [-0.3, 0.1, 0.9], [0.2, 0.0, -0.4], [0.4, 0.2, 0.1], [-0.2, -0.2, -0.2], [0.4, 0.0, -0.1], [-1.3, 1.1, 1.6]]
}

***

3.
{
  "formula": "C47H36F15GeN7OPS2Ti",
  "method": "ωB97M-V with the def2-TZVPD basis set",
  "spin_multiplicity": 2,
  "symbols": ["Ti", "C", "C", "C", "C", "C", "C", "N", "C", "C", "C", "C", "C", "C", "N", "N", "C", "C", "C", "C", "C", "N", "H", "H", "H", "H", "H", "H", "H", "H", "H", "H", "H", "H", "H", "C", "N", "C", "P", "O", "N", "C", "C", "N", "C", "C", "H", "H", "H", "H", "H", "H", "H", "H", "H", "H", "H", "H", "H", "H", "H", "H", "H", "H", "S", "C", "C", "C", "C", "C", "C", "H", "H", "H", "H", "H", "F", "C", "C", "C", "F", "C", "F", "C", "F", "C", "F", "Ge", "S", "C", "C", "F", "C", "F", "C", "F", "C", "F", "C", "F", "C", "C", "F", "C", "F", "C", "F", "C", "F", "C", "F"],
  "positions_angstrom": [[-0.038, 0.325, 0.932], [-5.324, 0.281, -1.185], [-4.933, -0.753, -0.341], [-3.815, -0.612, 0.464], [-3.079, 0.568, 0.427], [-3.472, 1.604, -0.408], [-4.594, 1.459, -1.215], [-1.928, 0.730, 1.262], [-2.205, 0.894, 2.627], [-3.381, 1.430, 3.154], [-3.522, 1.562, 4.525], [-2.511, 1.154, 5.397], [-1.353, 0.592, 4.895], [-1.216, 0.444, 3.519], [-0.139, -0.147, 2.862], [0.788, -0.752, 3.548], [1.808, -1.106, 2.714], [2.835, -1.939, 3.181], [3.849, -2.284, 2.327], [3.844, -1.782, 1.019], [2.813, -0.968, 0.626], [1.797, -0.627, 1.445], [-6.193, 0.164, -1.819], [-5.492, -1.679, -0.321], [-3.489, -1.414, 1.113], [-2.883, 2.513, -0.434], [-4.891, 2.267, -1.870], [-4.171, 1.749, 2.485], [-4.435, 1.985, 4.924], [-2.640, 1.266, 6.465], [-0.561, 0.240, 5.542], [2.784, -2.294, 4.200], [4.644, -2.938, 2.659], [4.633, -2.023, 0.320], [2.762, -0.552, -0.372], [-0.026, 4.541, 0.099], [1.084, 4.533, 1.046], [1.729, 5.822, 1.237], [1.307, 3.333, 2.142], [0.439, 2.176, 1.755], [2.939, 3.080, 2.200], [3.671, 2.986, 0.933], [3.434, 2.108, 3.182], [0.941, 3.776, 3.693], [-0.480, 3.894, 4.021], [1.779, 4.672, 4.477], [0.337, 4.828, -0.891], [-0.796, 5.253, 0.412], [-0.458, 3.548, 0.023], [2.089, 6.198, 0.276], [2.584, 5.727, 1.904], [1.037, 6.561, 1.653], [3.313, 3.732, 0.229], [3.559, 2.001, 0.472], [4.729, 3.164, 1.132], [2.785, 2.073, 4.054], [4.438, 2.397, 3.498], [3.485, 1.105, 2.747], [-1.080, 3.269, 3.362], [-0.816, 4.933, 3.932], [-0.652, 3.556, 5.043], [2.820, 4.588, 4.177], [1.701, 4.403, 5.533], [1.465, 5.717, 4.371], [1.058, 1.294, -1.006], [0.038, 1.570, -2.423], [0.548, 2.398, -3.426], [-0.208, 2.699, -4.548], [-1.496, 2.196, -4.680], [-2.006, 1.373, -3.687], [-1.242, 1.042, -2.576], [1.548, 2.800, -3.317], [0.208, 3.335, -5.319], [-2.096, 2.445, -5.545], [-3.017, 0.991, -3.766], [-1.645, 0.383, -1.815], [-0.567, -4.934, 0.864], [-1.026, -5.501, -0.255], [-0.849, -4.887, -1.487], [-1.270, -5.614, -2.588], [-1.083, -5.151, -3.836], [-1.881, -6.852, -2.485], [-2.279, -7.510, -3.576], [-2.069, -7.413, -1.237], [-2.650, -8.604, -1.118], [-1.631, -6.737, -0.112], [-1.779, -7.291, 1.092], [-0.038, -3.081, -1.635], [-0.630, -1.944, 0.095], [1.913, -3.383, -1.794], [2.552, -4.588, -1.556], [1.865, -5.685, -1.211], [3.928, -4.730, -1.648], [4.510, -5.907, -1.414], [4.705, -3.634, -1.973], [6.029, -3.754, -2.052], [4.105, -2.407, -2.195], [4.858, -1.341, -2.476], [2.731, -2.307, -2.096], [2.192, -1.095, -2.266], [-0.746, -2.429, -3.358], [-2.120, -2.239, -3.397], [-2.854, -2.468, -2.299], [-2.795, -1.840, -4.532], [-4.117, -1.654, -4.518], [-2.077, -1.605, -5.691], [-2.702, -1.190, -6.790], [-0.710, -1.799, -5.700], [-0.021, -1.593, -6.822], [-0.070, -2.219, -4.546], [1.241, -2.470, -4.658]],
  "forces_ev_per_angstrom": [[-0.5, 0.5, -1.6], [0.0, 0.0, 0.0], [0.0, 0.0, 0.0], [0.0, 0.0, 0.0], [0.2, 0.2, 0.0], [-0.1, 0.0, 0.0], [0.0, 0.0, 0.0], [-0.1, -0.3, 0.5], [-0.1, -0.2, -0.1], [0.0, 0.1, 0.0], [0.0, 0.0, 0.1], [-0.1, 0.0, 0.0], [0.1, -0.1, 0.0], [-0.1, 0.0, 0.0], [0.0, -0.2, 0.5], [0.0, 0.0, 0.0], [0.0, 0.0, 0.1], [0.0, 0.0, 0.1], [0.0, 0.0, 0.0], [0.0, 0.0, 0.1], [0.0, 0.2, 0.0], [0.5, -0.2, 0.5], [0.0, 0.0, 0.0], [0.0, 0.0, 0.0], [0.0, 0.0, 0.0], [0.0, 0.0, 0.0], [0.0, 0.0, 0.0], [0.0, 0.0, 0.0], [0.0, 0.0, 0.0], [0.0, 0.0, 0.0], [0.0, 0.0, 0.0], [0.0, 0.0, 0.0], [0.0, 0.0, 0.0], [0.0, 0.0, 0.1], [0.0, 0.1, 0.2], [0.0, 0.0, 0.0], [0.0, 0.0, 0.0], [0.0, 0.0, 0.0], [0.2, 0.1, 0.0], [0.0, -0.2, 0.2], [-0.1, -0.3, -0.1], [0.1, 0.1, 0.1], [0.0, 0.1, 0.0], [0.0, 0.0, -0.1], [0.0, 0.0, 0.0], [0.0, 0.0, 0.0], [0.0, 0.0, 0.0], [0.0, 0.0, 0.0], [0.0, 0.0, 0.0], [0.0, 0.0, 0.0], [0.0, 0.0, 0.0], [0.0, 0.0, 0.0], [0.0, 0.0, 0.0], [0.0, 0.0, 0.0], [0.0, 0.0, 0.0], [0.0, 0.0, 0.0], [0.0, 0.0, 0.0], [0.0, 0.0, 0.0], [0.0, 0.0, 0.0], [0.0, 0.0, 0.0], [0.0, 0.0, 0.0], [0.0, 0.0, 0.0], [0.0, 0.0, 0.0], [0.0, 0.0, 0.0], [-0.2, 0.1, 0.1], [0.0, -0.1, 0.0], [0.0, 0.0, 0.0], [0.0, 0.0, 0.0], [0.0, 0.0, 0.0], [0.0, 0.0, 0.0], [0.0, 0.0, 0.0], [0.0, 0.0, 0.0], [0.0, 0.0, 0.0], [0.0, 0.0, 0.0], [0.0, -0.1, 0.0], [0.0, 0.0, -0.1], [0.0, 0.0, 0.0], [0.0, 0.0, 0.0], [0.0, 0.1, 0.1], [0.0, 0.0, 0.0], [0.0, 0.0, 0.0], [0.0, 0.0, 0.0], [0.0, 0.0, 0.0], [0.0, -0.1, 0.0], [0.0, 0.0, 0.0], [0.0, 0.0, 0.0], [0.0, 0.0, 0.0], [0.2, -0.3, -0.2], [-0.3, 0.4, 0.2], [0.0, 0.1, 0.1], [0.0, 0.0, 0.0], [0.0, 0.0, 0.0], [0.0, 0.0, 0.0], [0.0, 0.0, 0.0], [0.0, 0.0, 0.0], [0.0, 0.0, 0.0], [-0.1, -0.1, -0.1], [0.0, 0.0, 0.0], [0.1, -0.2, -0.1], [-0.1, -0.2, -0.5], [-0.1, 0.1, 0.2], [0.0, 0.1, 0.0], [0.0, 0.0, 0.0], [0.0, 0.1, 0.0], [0.0, 0.0, 0.0], [-0.1, 0.1, 0.0], [0.0, 0.0, 0.0], [0.0, 0.0, 0.0], [0.0, 0.0, 0.0], [0.0, 0.0, 0.0], [0.1, 0.1, 0.2]]
}

***

4.
{
  "formula": "C6H25NO8",
  "method": "ωB97M-V with the def2-TZVPD basis set",
  "smiles": "C=CCCNC(C)=O.O.O.O.O.O.O.O",
  "symbols": ["O", "C", "N", "C", "C", "C", "C", "C", "H", "H", "H", "H", "H", "H", "H", "H", "H", "H", "H", "H", "H", "O", "H", "H", "O", "H", "H", "O", "H", "H", "O", "H", "H", "O", "H", "H", "O", "H", "H", "O"],
  "positions_angstrom": [[-0.693, -1.140, 1.376], [-0.123, -0.410, 2.227], [0.112, 0.859, 1.759], [1.288, 1.669, 2.137], [2.318, 1.798, 1.052], [1.816, 2.831, 0.099], [1.449, 2.614, -1.176], [0.247, -0.771, 3.598], [-0.145, 1.202, 0.824], [1.759, 1.091, 2.982], [1.124, 2.647, 2.628], [2.862, 0.872, 0.544], [3.329, 2.142, 1.373], [1.686, 3.887, 0.642], [1.195, 3.314, -1.851], [1.352, 1.714, -1.744], [1.354, -0.935, 3.590], [-0.119, 0.067, 4.251], [-0.247, -1.668, 3.991], [-3.438, -0.793, -0.554], [-2.088, -1.615, 0.112], [-2.590, -1.152, -0.592], [0.724, -2.417, 1.220], [1.176, -3.155, 0.057], [1.426, -2.391, 0.537], [-0.126, -3.249, -1.056], [0.944, -3.421, -2.134], [0.276, -3.947, -1.624], [1.613, -1.122, -1.139], [0.355, -1.075, -2.259], [1.180, -1.398, -2.033], [-1.555, 2.158, -3.523], [-0.448, 1.272, -3.222], [-0.690, 2.114, -3.173], [-2.281, 1.514, 0.950], [-2.934, 2.710, 0.292], [-3.168, 1.897, 0.820], [-1.750, -0.672, -1.908], [-1.862, -1.707, -3.207], [-1.396, -0.877, -2.910]],
  "forces_ev_per_angstrom": [[0.2, 0.0, 2.4], [-1.9, 0.2, -4.5], [1.4, 2.2, 0.5], [1.4, -2.2, 3.2], [2.5, -0.7, -1.7], [-0.5, 1.4, -0.5], [0.8, -1.0, 2.4], [0.3, 0.3, 1.3], [-0.4, -1.5, 0.3], [-0.3, 0.6, -0.7], [-0.6, -0.3, -0.7], [-2.4, 1.0, 0.7], [-0.9, 0.6, 0.9], [0.4, -2.2, -1.7], [-1.1, 3.1, -1.5], [0.7, -1.3, 0.6], [-0.8, 0.3, 0.5], [1.0, -0.7, -0.4], [0.1, 0.1, -0.7], [-2.0, 0.5, 1.4], [-1.3, 1.0, 0.2], [3.1, -1.1, -1.2], [0.5, 0.5, -0.4], [0.3, -1.5, -1.3], [0.0, 0.7, 1.8], [0.2, -0.6, -1.0], [-0.9, -0.3, 0.6], [0.3, 0.8, 0.3], [-2.1, -0.6, -2.4], [-2.9, 1.4, -0.2], [5.1, -0.7, 2.2], [-1.3, 0.0, -0.6], [1.5, -5.9, -0.4], [-0.3, 5.7, 0.9], [-0.6, -0.1, 0.1], [-0.6, -1.1, 0.8], [1.1, 1.2, -0.9], [0.6, -1.3, -3.0], [0.7, 1.3, 0.8], [-1.2, 0.0, 2.0]]
}

***

Looking at energy for the records above, in order, we have -9739.706; -36251.860; -213157.647; -24495.223 eV.